Entry 1:
Below is a structure of composition C18H36LiO18, with properties calculated with the ωB97M-V functional and the def2-TZVPD basis.

XYZ file:
```
73
C18H36LiO18 | OMol25 | the ωB97M-V functional and the def2-TZVPD basis
H -0.58085 -2.20916 3.28518
H 2.46915 3.46284 0.66918
C 2.42015 -1.00116 3.64018
C -2.67785 -0.76316 1.80518
H 1.10415 3.58284 -2.93082
H 3.00615 2.26784 1.79118
H -2.87585 0.30284 -4.55782
C 2.47015 -2.19016 1.46618
H 3.33415 3.81784 2.04718
H 3.06515 -4.80916 -0.52982
O -2.43385 3.36484 -1.71082
H 3.91215 -0.98016 -0.40482
H -2.23385 4.97984 -0.36182
O 1.26515 -1.82516 1.23518
H -1.96885 -3.74916 2.98518
H -2.70085 -3.35016 -0.39682
C 2.55915 -3.80516 -0.32882
O 3.16115 -1.63216 2.60418
O -2.60885 1.55184 -3.01082
H -2.75285 3.68484 0.40018
H -3.99885 1.30484 0.34718
H -2.07185 1.71784 2.26618
C -1.65985 1.99184 3.33018
O 2.55015 2.32384 -2.02182
H -1.39085 -0.03316 -3.90482
O 3.15815 -2.96916 0.70618
O 4.08615 0.87484 -1.45082
H -3.37985 -2.33916 -1.72382
O -2.57185 -1.81516 2.65118
H 2.95715 -0.99916 4.56018
O -1.83585 -0.46916 1.07818
H -2.97385 -0.50316 -3.11682
C -2.35985 0.31484 -3.57482
C -4.36185 0.30384 0.45218
C 4.69115 -0.21116 -0.57682
Li -0.13485 -0.03516 0.01218
C -2.08885 3.97284 -0.42782
H 2.25615 0.04084 3.43518
H 4.65715 0.16384 0.46318
H -3.47585 -3.93316 -1.69882
H -1.28785 1.15184 3.95018
H 0.79615 2.81184 -1.45582
O -1.50985 1.30784 -1.09582
H -1.08885 -2.98616 1.70718
O -0.55285 -1.70616 -1.13482
H 1.86315 -1.84016 -4.14782
O -1.57185 -3.29416 -2.18282
H 0.57915 1.97184 -2.89182
H 2.43315 -1.77316 -2.48382
O 1.53215 3.27184 2.38618
H 2.60615 -3.20116 -1.18082
H -1.13885 3.75384 -0.09882
H -2.34585 2.44284 3.93818
C 1.18615 2.68384 -2.45482
H -4.14285 -0.37516 -0.38982
C -0.46285 -2.53116 -2.05282
H 0.86215 -0.62316 -3.12382
H 1.60215 -4.08616 0.00118
C 1.42615 -1.59716 -3.16682
O 0.20615 1.75584 1.36418
C 0.45715 2.54784 2.31918
C -1.48285 -2.72316 2.67918
C 2.61815 3.18984 1.61718
C -2.14885 2.03984 -1.82082
O -0.42085 2.76984 3.29918
H 5.63115 -0.57316 -1.09382
C 2.75915 1.28284 -1.38582
O 1.88915 0.59384 -0.80182
H 1.44815 -1.16716 3.53318
H -5.41285 0.36984 0.35518
C -2.74485 -3.10116 -1.41582
O -3.95085 -0.26216 1.68018
O 0.38215 -2.50716 -2.95382
```

Energy (eV): -56299.2924
Net charge: +1
HOMO (Ha): -0.482
F_max (hartree/bohr): 0.16305
Kohn-Sham gap (eV): 11.332
ΔE to the lowest compared entry with this formula, charge and spin (kcal per mole): 0.0



Entry 2:
Below is a cluster of 3 separate species, C18H36NO6P in total, with properties calculated with the ωB97M-V functional and the def2-TZVPD basis.

XYZ file:
```
62
C18H36NO6P | OMol25 | the ωB97M-V functional and the def2-TZVPD basis
H 1.43175 2.17565 5.01802
C 1.30290 2.97311 4.28776
C -3.23491 -0.00009 1.73397
H 1.06791 0.81101 2.41406
H -0.29088 3.49348 0.43393
H -1.51009 0.34786 3.62983
C -2.35430 -0.91798 0.91545
C 0.81845 -1.43110 -2.66989
H -1.20748 4.01689 2.62058
O 1.29622 2.39774 1.08006
H -0.08251 1.76975 -2.53419
H 1.37520 3.93650 4.80360
H -1.81231 -1.75016 -2.77737
H -2.75080 -1.93763 0.93337
H 2.46299 -1.25484 -4.13083
H -1.41231 -2.22125 2.93549
H -2.93679 1.28167 4.14336
C -0.67303 -2.03250 2.15443
C 2.29059 -1.23116 -3.05420
C 1.47322 1.03654 1.42431
H 1.74895 -4.26060 -2.20984
H 0.65326 0.68491 -1.37653
H -3.64282 -0.25810 -3.69279
O 0.02292 2.81188 3.70427
H 2.46988 1.22751 -2.07606
H 2.93647 -2.46088 1.19726
C 2.97199 -2.55413 0.13781
H -0.57957 -2.92180 1.52098
C -1.60789 -0.87582 -3.39461
O -3.35935 -0.44598 3.07139
C 0.63770 -2.86636 -3.18515
C -2.72122 0.16452 -3.29221
H 0.29113 -1.83157 2.62207
C 2.99657 -2.65672 -1.05756
H 0.71725 -1.52790 -1.58192
H 2.09799 2.90409 3.54135
H -2.84330 1.02200 1.70640
H -2.35563 -0.57564 -0.12324
H 3.88484 -0.25573 -1.17493
C -2.54197 0.27354 3.98120
C 2.88436 -2.59342 -2.53432
H -2.47525 1.08555 -3.82023
C -0.18564 3.62814 2.56213
N 1.85104 -3.57568 -2.94967
H -1.07530 0.76648 -1.42839
P 3.30457 0.14140 -2.38749
C -0.03574 2.84438 1.27775
H 0.18781 0.10217 -4.04195
H 0.50121 4.48014 2.56585
H -1.61003 -1.25352 -4.41767
O 4.35507 0.55296 -3.35676
H -2.94235 0.41671 -2.25400
H 0.98693 0.39337 0.68759
H -0.72600 1.99489 1.27365
H -4.23683 0.01030 1.29335
H -2.55674 -0.26421 4.92785
H 3.86627 -2.80823 -2.95440
H 2.54489 0.83027 1.42609
C -0.18299 -0.34101 -3.11285
O -1.00764 -0.90081 1.37201
C -0.18958 0.79852 -2.05503
O -0.28911 -3.36907 -3.75318
```

Energy (eV): -42309.3909
Net charge: 0
HOMO (Ha): -0.348
F_max (hartree/bohr): 0.03728
Kohn-Sham gap (eV): 10.037
ΔE to the lowest compared entry with this formula, charge and spin (kcal per mole): 19.8



Entry 3:
Below is a cluster of 6 separate species, C18H36O16 in total, with properties calculated with the ωB97M-V functional and the def2-TZVPD basis.

XYZ file:
```
70
C18H36O16 | OMol25 | the ωB97M-V functional and the def2-TZVPD basis
C 2.69329 0.05388 4.99480
H -0.57321 3.45660 -2.62812
O 0.29833 -0.28958 6.43538
H -7.35402 -0.65379 0.86993
O 2.10598 -1.16251 5.32479
O 2.67423 5.41263 -7.53500
H 4.47456 -11.08263 1.95679
O -6.89666 1.18965 0.24658
O 1.57281 -2.29749 -0.68378
O 0.56562 -2.53486 6.00325
H 1.11488 5.61482 -1.51245
H 2.73116 0.80320 5.78549
H -5.47508 4.75186 0.38912
H -6.93279 5.02629 -0.53284
H 1.02910 -7.51648 3.41469
H -2.08196 3.67211 -1.65537
C 0.15870 5.56191 -0.99186
H -6.56412 0.25734 2.06716
H 3.09768 -12.06931 2.26936
C -6.00099 4.46089 -0.52020
C 2.26767 0.39487 -1.11036
H 0.14827 4.65438 -0.38823
H 1.00241 6.08679 -8.09996
H -5.44746 4.73334 -1.41880
H 5.44529 3.02725 -5.77568
O -7.29292 3.13128 1.44996
O 1.18815 -0.00877 -0.32967
H -8.28570 0.60195 1.73330
H 3.72927 -0.20071 4.77118
H 1.91436 7.31092 -7.26724
H 1.89655 0.67019 -2.09756
H 0.15090 -6.93718 2.06674
O -1.39796 6.48860 -2.54831
H 2.74340 1.24112 -0.61473
H -1.40841 -0.19344 0.30273
O 1.63636 -8.37507 1.67282
O 2.66866 -10.24800 1.30554
H 3.03241 -0.37294 -1.22763
H -0.00309 6.47799 -0.42376
H 5.53003 2.34790 -7.35506
C -0.94588 -0.62464 1.19056
O 4.10675 3.80739 -7.30623
C 1.14571 -7.27385 2.35845
H -2.03992 4.04034 -3.32441
C 4.82664 2.76330 -6.63341
C -0.92908 5.46493 -2.02524
H -1.04254 -2.25677 7.30574
C 3.49511 -11.34588 1.55746
C -6.77211 2.51494 0.49783
H -1.48510 -3.03561 5.84511
C 1.60697 6.26668 -7.21100
H 3.69323 -11.83090 0.60163
H 1.04036 6.20559 -6.28184
O -0.07313 -1.64820 0.70308
O 2.63422 4.23757 -5.56069
C 3.08213 4.44067 -6.69497
H -0.45087 -3.91354 6.97464
C 2.49029 -9.22006 2.16557
H 2.19052 0.48090 4.12706
O -6.17641 3.07946 -0.58806
C 0.95938 -1.22308 5.97053
O 3.04598 -9.13005 3.27500
C -1.43202 4.09517 -2.42134
C -7.32209 0.35170 1.28955
H 1.89439 -6.48810 2.25751
C 0.93426 -1.36878 -0.18586
H -0.39682 0.15598 1.71711
H -1.66144 -1.12370 1.84403
C -0.65492 -2.93323 6.54399
H 4.08068 2.02677 -6.33479
```

Energy (eV): -52007.3874
Net charge: 0
HOMO (Ha): -0.358
F_max (hartree/bohr): 0.08073
Kohn-Sham gap (eV): 9.892
ΔE to the lowest compared entry with this formula, charge and spin (kcal per mole): 62.3